The following is a DFT calculation (ωB97M-V/def2-TZVPD) of C46H57Ge2HfN2P2Si2 as an isolated structure in a non-equilibrium geometry.

Each line ends with the Löwdin spin population.
Cartesian coordinates (Å):
Hf (0.25, -0.62, -0.08)  -0.013
Ge (-1.07, 2.63, 3.54)  0.002
Ge (-0.28, 0.68, 2.03)  0.077
P (0.93, 1.06, -2.23)  0.054
P (-1.64, -0.41, -2.14)  0.053
Si (-1.74, -3.24, -1.04)  0.007
Si (3.60, 0.14, -1.14)  0.004
N (1.83, 0.07, -1.27)  0.026
N (-0.96, -1.70, -1.37)  0.045
C (-0.70, 0.97, -1.51)  0.591
C (-2.06, -0.82, 3.90)  0.007
C (1.11, 0.66, -3.98)  0.005
C (0.43, 1.46, -4.90)  0.002
C (-1.20, -3.33, 3.19)  0.000
C (-2.54, 0.22, -4.66)  0.000
C (1.90, -0.40, -4.42)  0.002
C (-3.45, 0.36, -0.22)  0.007
C (1.61, 4.62, -0.48)  0.001
C (-2.09, -3.19, 4.24)  0.004
C (-1.09, -1.71, -4.56)  0.001
C (3.91, -0.96, 3.76)  0.000
C (-1.77, -0.67, -3.92)  0.002
C (-0.75, -2.22, 2.50)  0.004
C (-0.96, 2.34, 5.51)  0.002
C (-5.71, -0.37, -1.64)  0.002
C (-2.61, -4.05, -2.52)  0.001
C (3.38, -1.49, 2.59)  0.000
C (2.25, 4.91, -2.77)  0.003
C (-1.15, -0.94, 2.86)  0.024
C (-3.05, -2.98, 0.33)  0.003
C (-2.66, 0.06, -6.02)  0.000
C (-2.01, -0.99, -6.66)  0.000
C (1.34, 0.15, -6.68)  0.002
C (-4.46, -0.56, -2.20)  0.001
C (2.08, 5.43, -1.50)  0.003
C (1.43, 2.78, -2.02)  0.012
C (0.55, 1.21, -6.25)  0.000
C (4.01, -1.73, -0.98)  0.000
C (2.01, -0.65, -5.77)  0.000
C (1.54, 0.08, 2.68)  0.027
C (-2.53, -1.92, 4.59)  0.001
C (-1.22, -1.86, -5.93)  0.000
C (2.09, 0.60, 3.84)  0.006
C (1.28, 3.31, -0.74)  0.008
C (3.26, 0.10, 4.38)  0.002
C (0.06, 4.16, 2.99)  -0.001
C (-0.15, -4.20, -0.52)  0.000
C (1.95, 3.58, -3.03)  0.001
C (2.22, -0.96, 2.05)  0.001
C (-2.95, 2.96, 2.96)  -0.001
C (3.99, 1.20, 0.41)  0.002
C (4.52, 0.95, -2.58)  0.000
C (-3.32, -0.17, -1.50)  0.008
C (-4.70, 0.52, 0.34)  0.001
C (-5.84, 0.16, -0.37)  0.003
H (-0.87, -4.32, 2.91)  0.000
H (-0.20, 2.26, -4.52)  0.000
H (-4.02, -2.79, -0.13)  0.000
H (1.51, 5.02, 0.52)  0.000
H (-3.02, 2.97, 1.88)  0.000
H (-3.64, 2.22, 3.36)  0.000
H (4.44, 0.43, -3.53)  0.000
H (-2.44, -4.05, 4.78)  0.000
H (0.87, 2.66, 0.05)  0.000
H (0.04, 1.83, -6.97)  0.000
H (-3.17, -3.86, 0.95)  0.000
H (3.12, 1.41, 1.03)  0.000
H (4.55, -1.93, -0.06)  0.000
H (4.18, 1.97, -2.74)  0.000
H (-4.36, -0.99, -3.18)  0.000
H (-4.80, 0.92, 1.34)  0.000
H (4.65, -2.05, -1.79)  0.000
H (4.73, 0.72, 1.04)  0.000
H (2.41, -1.01, -3.69)  0.000
H (4.41, 2.15, 0.10)  0.000
H (-2.84, -2.13, 0.98)  0.000
H (-1.93, -4.33, -3.32)  0.000
H (2.32, 6.46, -1.31)  0.000
H (0.68, -3.53, -0.24)  0.000
H (2.63, -1.46, -6.12)  0.000
H (-6.59, -0.64, -2.21)  0.000
H (-3.22, -1.80, 5.40)  0.000
H (0.05, 2.52, 5.87)  0.000
H (-0.71, -2.67, -6.43)  0.000
H (-0.05, 4.96, 3.72)  0.000
H (-3.27, 0.74, -6.60)  0.000
H (3.67, 0.52, 5.29)  0.000
H (1.85, -1.38, 1.09)  0.000
H (3.89, -2.31, 2.10)  0.000
H (1.58, 1.42, 4.34)  0.001
H (5.58, 1.00, -2.33)  0.000
H (-0.48, -2.38, -3.98)  0.000
H (-2.55, 0.68, 0.32)  0.001
H (-3.04, 1.04, -4.15)  0.000
H (2.61, 5.53, -3.57)  0.000
H (-1.62, 3.09, 5.95)  0.000
H (2.10, 3.17, -4.02)  0.000
H (-2.12, -1.11, -7.73)  0.000
H (-3.25, 3.93, 3.34)  0.000
H (-0.28, 4.54, 2.03)  0.000
H (-6.81, 0.29, 0.07)  0.000
H (1.11, 3.89, 2.93)  0.000
H (3.12, -2.36, -1.00)  0.000
H (-0.33, -4.88, 0.30)  0.000
H (-1.29, 1.36, 5.83)  0.000
H (-0.05, -2.37, 1.66)  0.001
H (1.43, -0.05, -7.74)  0.000
H (0.20, -4.80, -1.35)  0.000
H (-2.40, 0.17, 4.18)  0.001
H (4.81, -1.37, 4.17)  0.000
H (-3.36, -3.39, -2.94)  0.000
H (-3.11, -4.95, -2.18)  0.000

## Properties
⟨S²⟩: 0.77
Net charge: +2
Multiplicity: 2
Lowest unoccupied orbital energy (spin up / spin down) in eV: -5.4485 / -8.0624
Gap between HOMO and LUMO (spin up / spin down) in eV: 7.719 / 5.014
ΔE to the lowest compared entry with this formula, charge and spin in kcal per mole: 31.9


The following is a DFT calculation (ωB97M-V/def2-TZVPD) of C46H58BCl3N11NaO6S4 as an isolated structure in a non-equilibrium geometry.

Each line ends with the Löwdin charge.
Cartesian coordinates (Å):
Cl (-6.36, 4.14, 6.37)  0.688
Cl (-6.50, 0.91, 3.80)  0.736
Cl (-8.63, 3.92, 1.53)  0.766
S (0.69, 1.48, -2.72)  0.719
S (-8.91, -0.29, 2.54)  0.991
S (-0.90, -2.63, -1.92)  0.657
S (2.29, -0.90, 1.84)  0.716
Na (-0.27, 0.24, 0.11)  0.124
O (2.05, 1.74, -0.08)  0.081
O (-0.84, -0.18, 3.88)  0.151
O (-2.65, 1.00, 3.23)  0.105
O (-6.18, 2.55, -0.17)  -0.094
O (2.76, 3.81, 0.13)  0.125
O (-1.70, -0.87, 1.11)  -0.050
N (-2.82, -2.80, 1.50)  0.025
N (2.01, -0.89, -2.90)  0.046
N (1.72, 0.06, -4.86)  0.003
N (-3.55, 3.33, -0.71)  -0.066
N (0.77, -4.78, -1.34)  0.005
N (-1.93, 1.82, -0.73)  0.061
N (1.74, -2.82, -1.34)  0.036
N (4.73, -0.17, 0.77)  0.009
N (3.28, -0.90, -0.70)  0.050
N (0.24, 1.94, 1.91)  0.212
N (-0.52, -2.74, 1.68)  0.202
C (-8.05, 0.24, 0.20)  -0.133
C (-0.04, 4.31, 3.33)  -0.033
C (-7.18, 3.95, 2.48)  -0.584
C (2.72, -3.76, -1.11)  -0.056
C (2.13, -4.97, -1.10)  -0.051
C (-7.03, 0.71, 1.09)  -0.314
C (6.78, 0.83, 1.68)  -0.062
C (-5.83, 3.81, 0.35)  -0.280
C (-4.93, 3.92, 4.09)  -0.114
C (5.34, -0.15, -0.48)  -0.045
C (-2.49, 2.79, -0.05)  -0.146
C (1.49, 0.22, -3.51)  -0.659
C (3.45, -0.65, 0.62)  -0.677
C (-4.50, 4.34, -0.27)  -0.047
C (-2.64, 1.72, -1.90)  -0.136
C (0.54, -3.43, -1.50)  -0.689
C (-1.31, -5.67, -0.32)  -0.056
C (-1.66, -2.07, 1.41)  -0.617
C (1.77, 0.39, -7.30)  -0.066
C (0.48, -7.20, -1.05)  -0.063
C (4.56, 1.55, 2.53)  -0.040
C (-0.82, -5.99, -2.78)  -0.044
C (5.47, -0.75, 3.07)  -0.047
C (1.84, 2.36, -5.82)  -0.051
C (2.53, -1.73, -3.87)  -0.066
C (-9.11, -0.31, 0.84)  -0.406
C (1.26, 0.95, -5.97)  -0.554
C (-4.81, 3.84, 2.71)  -0.037
C (0.95, 3.02, 1.58)  -0.148
C (4.45, -0.60, -1.37)  -0.040
C (-3.66, 2.63, -1.90)  -0.056
C (-0.27, 0.98, -5.99)  -0.044
C (-0.75, 3.19, 3.70)  0.006
C (5.37, 0.35, 2.01)  -0.548
C (-5.79, 1.39, 0.59)  -0.139
C (-7.32, 4.05, 3.85)  -0.157
C (-7.38, 0.49, 2.38)  -0.955
C (-6.19, 4.04, 4.65)  -0.705
C (2.36, -1.16, -5.07)  -0.052
C (-4.02, -2.26, 0.88)  -0.067
C (-1.33, 0.80, 3.39)  -0.482
C (1.94, 2.79, 0.47)  -0.462
C (-5.92, 3.87, 1.87)  -0.197
C (-0.57, 2.02, 2.96)  -0.166
C (-0.22, -5.89, -1.38)  -0.551
C (0.83, 4.22, 2.25)  0.008
B (1.94, -1.28, -1.40)  -0.648
H (-6.61, 4.47, -0.02)  0.120
H (1.04, -0.77, -0.85)  0.047
H (7.40, 0.01, 1.31)  0.087
H (-10.00, -0.74, 0.41)  0.069
H (1.40, 5.10, 1.97)  0.112
H (-5.24, 0.73, -0.08)  0.131
H (-3.94, -2.24, -0.21)  0.086
H (-4.17, -1.24, 1.22)  0.063
H (-4.76, 4.91, -1.16)  0.128
H (2.94, 2.33, -5.87)  0.089
H (-0.27, -7.99, -1.04)  0.089
H (2.85, 0.29, -7.31)  0.086
H (-0.66, -0.04, -6.09)  0.091
H (1.23, -7.47, -1.80)  0.086
H (-2.14, 3.16, 0.91)  0.114
H (-0.61, 1.57, -6.84)  0.085
H (-0.03, -6.19, -3.51)  0.090
H (-2.04, -6.48, -0.38)  0.088
H (-1.41, 3.19, 4.56)  0.123
H (-1.81, -4.71, -0.49)  0.025
H (2.51, 4.63, 0.57)  0.084
H (-0.86, -5.67, 0.68)  0.080
H (3.75, -3.50, -0.95)  0.124
H (-4.01, 5.03, 0.42)  0.127
H (-4.43, 2.86, -2.62)  0.125
H (2.57, -5.94, -0.96)  0.103
H (-2.37, 1.01, -2.66)  0.094
H (-2.72, -3.80, 1.44)  0.109
H (5.08, 1.99, 3.39)  0.088
H (-4.05, 3.87, 4.72)  0.103
H (1.31, -0.58, -7.54)  0.085
H (5.94, -0.34, 3.97)  0.087
H (1.49, 1.09, -8.09)  0.087
H (-1.55, -6.80, -2.82)  0.086
H (-8.31, 4.11, 4.29)  0.112
H (1.47, 2.99, -6.64)  0.084
H (4.49, -1.13, 3.33)  0.030
H (-1.31, -5.05, -3.05)  0.035
H (7.23, 1.20, 2.60)  0.089
H (-0.55, -3.65, 2.10)  0.102
H (1.55, 2.80, -4.87)  0.028
H (-0.15, 5.24, 3.88)  0.117
H (4.55, -0.71, -2.44)  0.118
H (-3.10, 0.16, 3.42)  0.127
H (-4.88, -2.86, 1.17)  0.084
H (6.09, -1.57, 2.69)  0.090
H (-7.97, 0.34, -0.88)  0.123
H (0.96, -7.17, -0.07)  0.086
H (-0.65, 1.41, -5.07)  0.036
H (3.57, 1.24, 2.83)  0.040
H (6.35, 0.18, -0.64)  0.105
H (2.97, -2.69, -3.63)  0.120
H (-5.13, 1.65, 1.42)  0.103
H (-3.82, 3.74, 2.29)  0.097
H (6.77, 1.64, 0.95)  0.087
H (2.63, -1.53, -6.04)  0.104
H (4.48, 2.31, 1.75)  0.083
H (0.35, -2.22, 1.75)  -0.016

## Properties
Lowest unoccupied orbital energy in eV: -0.1871
Gap between HOMO and LUMO in eV: 6.211
ΔE to the lowest compared entry with this formula, charge and spin in kcal per mole: 11.6